(1)
{
  "formula": "C52H41FNO20PS",
  "method": "ωB97M-V with the def2-TZVPD basis set",
  "species": ["H", "C", "C", "O", "H", "H", "H", "O", "O", "C", "H", "C", "O", "H", "H", "H", "H", "O", "C", "N", "C", "H", "C", "H", "C", "C", "H", "C", "H", "H", "H", "H", "H", "P", "C", "C", "C", "H", "C", "C", "C", "C", "H", "C", "H", "C", "H", "H", "C", "C", "O", "C", "C", "H", "C", "H", "H", "O", "O", "H", "H", "O", "O", "F", "C", "O", "H", "C", "H", "C", "C", "H", "O", "O", "C", "C", "C", "O", "C", "H", "C", "H", "C", "C", "O", "H", "O", "H", "C", "H", "O", "C", "C", "H", "C", "C", "C", "H", "C", "C", "C", "C", "C", "C", "C", "C", "H", "H", "C", "C", "O", "C", "O", "S", "O", "H", "H"],
  "positions_angstrom": [[3.04247, -7.28379, -3.76343], [5.81608, -6.08897, -2.87584], [-10.25219, 5.17339, 2.13014], [5.86638, -0.49385, -7.40513], [-5.38309, -1.68168, -0.39785], [-1.12943, -2.87532, 3.23068], [9.10096, -7.46289, -1.19984], [9.19275, 0.26757, -3.08748], [-2.69577, 2.82099, -1.25157], [3.91455, 0.82575, -7.37095], [-0.77260, 2.36858, -2.94735], [-3.55475, 5.75033, 5.06282], [-3.53053, 1.23031, 2.44411], [-8.40955, 5.67947, 5.57043], [0.36356, -3.85881, -3.49892], [-0.85272, 4.75467, -0.56290], [-3.53902, -0.13022, 0.23363], [-8.39438, 6.22586, 1.13364], [0.20416, 3.76574, 1.32793], [1.69559, 2.13265, -2.50970], [-4.40394, -0.28658, 0.86665], [-4.01195, 5.05171, 5.75286], [0.21978, -6.87056, -1.81501], [0.06890, -4.26821, 7.18047], [2.89150, -1.12971, -5.56063], [4.13053, -1.30140, -6.03143], [2.43430, -1.82833, -4.87059], [6.80217, -5.23531, -2.58391], [-11.80944, 4.26015, 3.24593], [0.53296, -1.02583, 3.37988], [4.89087, -5.76607, -3.33732], [4.37174, 1.52437, -8.06099], [1.73130, -2.41872, 7.32967], [0.20252, 1.42834, -2.46840], [8.17575, -7.13999, -1.66132], [-10.19211, 4.90822, 4.56722], [-0.06977, 0.84301, -0.66306], [0.89129, 1.10195, -0.01680], [-0.65728, -3.71200, 5.19501], [-3.77073, 7.87748, 3.72331], [-0.13235, -5.50719, -2.25824], [5.39930, 0.79391, -1.64177], [-7.31353, 6.47949, 3.48114], [7.45690, -0.53997, -1.71378], [4.74393, -2.14826, -5.74791], [2.07292, 0.03249, -5.95942], [7.26307, -9.05419, -1.74421], [6.72876, -4.17477, -2.79295], [-1.71313, 6.54359, 3.65129], [0.39973, -1.74775, 4.17633], [-7.47045, -2.07555, 1.09585], [1.25914, -1.58204, 5.36535], [2.67552, 0.99744, -6.90014], [-7.46195, -0.71503, 3.30633], [7.18967, -7.99365, -1.95325], [1.66334, -8.49126, -2.07629], [5.76068, -1.06690, -0.55293], [-5.50659, 7.06993, 5.09700], [2.48253, -4.88665, -4.59017], [1.04608, 3.06655, 0.91281], [-10.71342, 5.06017, 1.15664], [-0.45563, -7.46342, -0.98504], [0.93967, 0.18990, -5.52645], [0.48219, -1.60859, 0.85251], [-1.69523, 2.64546, -0.34527], [5.03269, -8.31105, -2.84715], [7.69812, 2.28579, -3.74333], [-10.84010, 4.74407, 3.25102], [-4.38413, 8.72434, 3.43978], [-6.56345, -1.31554, 1.40610], [-2.31573, 5.57864, 4.59202], [-5.61788, 0.83644, 3.93781], [8.95915, -4.91791, -1.69001], [-0.57987, 6.38618, 3.21832], [6.21787, -0.36828, -1.24298], [-8.93086, 5.83142, 2.15986], [2.15924, -6.84288, -3.31698], [-10.72858, 4.51377, 5.59343], [8.05950, 0.42498, -2.65450], [5.38849, 2.60573, -2.86601], [-4.37333, 6.91253, 4.66403], [-1.70233, 4.73178, 4.87554], [0.20213, -3.54629, 6.38402], [1.80712, -5.47951, -3.76020], [4.26604, 0.95132, -1.20879], [0.71541, 4.83435, 1.47685], [0.69303, -1.67987, -1.85669], [2.12830, 2.13655, -1.56199], [1.41946, -7.49064, -2.41174], [-2.07451, 8.40440, 2.56246], [-1.33499, 1.25523, -0.04135], [6.00189, 1.75886, -2.58249], [-1.06915, 4.00196, 0.32445], [0.27911, 0.35287, -3.43911], [8.05528, -5.69825, -1.95572], [-2.53170, 7.70579, 3.25250], [1.09408, -2.55414, 6.46398], [-1.01557, -5.06628, -1.81178], [-5.60763, 0.27356, 3.01213], [7.24092, 1.58718, -3.05329], [5.93656, -7.53071, -2.58143], [4.73312, -0.33645, -6.97216], [-4.43753, 0.47030, 2.13386], [-0.49222, -2.73990, 4.09638], [-5.39335, -1.11881, 0.52783], [-6.59703, -0.55866, 2.67331], [2.06212, 1.84430, -7.18367], [8.07030, -1.38683, -1.43026], [-8.87077, 5.56625, 4.59693], [0.60744, -4.85943, -3.16347], [2.07667, -0.67482, 5.43683], [-8.28286, 5.99557, 3.47605], [-1.63925, -1.46486, -0.71799], [-0.11640, -1.06734, -0.68921], [-1.47481, -4.61922, 5.12352], [-1.93471, 4.50590, 0.97217], [-0.20730, 3.45160, 2.38968]],
  "forces_ev_per_angstrom": [[-0.055, -0.032, 0.058], [0.147, 0.437, 0.011], [-0.383, -0.218, 0.209], [-0.759, 0.129, 0.297], [-0.017, 0.011, 0.043], [0.010, -0.021, 0.023], [-0.011, 0.044, -0.016], [-0.819, 0.116, 0.327], [6.645, -1.573, 6.053], [-0.433, 0.255, 0.027], [-0.236, -0.961, 0.622], [0.395, -0.255, -0.016], [-0.438, -0.296, -0.116], [-0.007, 0.007, -0.020], [0.015, -0.009, 0.028], [-0.359, -1.861, 1.765], [0.006, -0.011, 0.028], [-0.337, -0.253, 0.646], [-0.049, 1.369, 0.201], [-2.231, -0.976, 1.337], [-0.127, -0.234, -0.320], [-0.013, 0.033, -0.018], [-0.517, -0.466, 0.650], [-0.025, 0.000, -0.041], [0.346, -0.225, 0.031], [-0.371, -0.113, 0.276], [-0.002, -0.019, -0.016], [-0.447, -0.114, -0.165], [0.034, 0.012, 0.037], [0.012, -0.020, 0.039], [0.011, 0.021, -0.037], [0.016, -0.037, 0.017], [-0.003, 0.025, -0.047], [4.497, 1.470, -1.265], [-0.183, -0.454, -0.009], [-0.373, -0.271, 0.786], [-0.077, 0.125, 1.477], [-1.993, -0.382, -1.451], [-0.658, -0.725, -0.082], [0.352, 0.152, -0.275], [0.086, 0.400, -0.271], [-0.806, 0.114, 0.275], [-0.060, 0.000, 0.029], [-0.366, -0.192, 0.282], [-0.019, 0.020, -0.036], [-0.536, 0.078, 0.284], [-0.036, 0.031, -0.021], [0.032, -0.023, 0.004], [0.767, -0.079, -0.271], [-0.331, -0.222, -0.212], [0.587, 0.535, 0.254], [0.583, 0.661, 0.024], [0.321, 0.156, -0.262], [0.006, -0.020, -0.036], [0.417, 0.073, 0.179], [-0.003, 0.023, -0.002], [-0.020, 0.033, -0.002], [0.649, -0.128, -0.292], [-0.191, -0.200, 0.414], [-1.816, 1.195, 0.815], [0.038, 0.018, 0.007], [0.460, 0.406, -0.566], [0.539, -0.069, -0.249], [-0.783, 1.337, -2.956], [-5.698, 1.819, -4.753], [0.543, 0.427, 0.150], [0.019, -0.044, 0.013], [-0.007, 0.054, -0.492], [-0.005, -0.040, 0.027], [-0.646, -0.637, -0.356], [-0.360, -0.152, 0.264], [0.021, -0.007, -0.026], [-0.639, -0.507, -0.154], [-0.711, 0.075, 0.236], [0.368, -0.251, -0.060], [0.396, 0.291, -0.711], [-0.073, -0.321, 0.139], [0.341, 0.243, -0.677], [0.951, -0.101, -0.396], [-0.043, -0.050, 0.028], [-0.726, 0.107, 0.305], [0.001, 0.030, -0.023], [0.358, 0.242, 0.253], [0.215, 0.256, -0.354], [0.723, -0.106, -0.101], [-1.164, -2.402, -0.274], [-2.150, 2.656, 5.033], [-0.208, 0.013, -1.092], [0.378, 0.025, -0.281], [0.015, -0.034, 0.017], [1.609, 1.932, -1.006], [0.323, 0.171, -0.264], [0.060, -0.411, 0.539], [-1.013, 0.374, 0.973], [0.714, 0.617, 0.191], [-0.404, 0.248, 0.013], [-0.216, -0.392, 0.194], [0.022, -0.018, 0.006], [-0.409, -0.196, 0.109], [-0.409, 0.235, 0.024], [-0.541, -0.500, -0.159], [0.879, -0.160, -0.311], [0.511, 0.379, 0.077], [0.206, 0.397, -0.203], [0.380, 0.215, -0.031], [0.194, 0.342, 0.349], [-0.001, -0.036, 0.040], [0.033, 0.020, -0.028], [0.364, 0.196, -0.208], [-0.355, 0.020, 0.228], [-0.517, -0.564, -0.041], [0.019, -0.062, 0.408], [6.342, 1.705, 0.632], [-4.117, -4.570, -2.921], [0.567, 0.635, 0.068], [1.707, -1.334, -1.565], [1.067, 0.339, -2.315]],
  "homo_energy_ev": -8.86,
  "e_above_lowest_kcal_mol": 45.3,
  "energy_ev": -119854.2790,
  "orbital_gap_ev": 6.74
}



(2)
{
  "formula": "C52H42N2O4P2RuS",
  "method": "ωB97M-V with the def2-TZVPD basis set",
  "species": ["C", "P", "C", "H", "H", "H", "C", "O", "H", "H", "C", "C", "H", "H", "C", "C", "C", "H", "H", "C", "C", "C", "H", "H", "H", "O", "C", "H", "C", "C", "H", "S", "H", "C", "H", "C", "H", "C", "H", "C", "C", "H", "C", "H", "C", "P", "C", "C", "H", "H", "C", "H", "H", "H", "H", "C", "H", "O", "C", "C", "H", "C", "C", "H", "N", "C", "H", "H", "H", "C", "C", "H", "H", "C", "H", "O", "C", "C", "C", "H", "C", "H", "C", "C", "C", "H", "H", "C", "H", "C", "C", "C", "H", "N", "H", "C", "C", "C", "C", "C", "C", "Ru", "C", "C"],
  "positions_angstrom": [[-2.77549, 1.56170, 3.85517], [1.33877, -1.25216, 1.37965], [-0.14024, -3.54608, 1.68923], [2.69138, -5.72032, 3.14120], [2.31142, -1.74025, 4.01502], [-0.93450, -2.93720, 1.26937], [6.30510, -0.63721, 0.83361], [1.08055, 1.99015, 1.07030], [-3.99081, -4.59116, -3.19184], [0.62063, -1.00704, -4.36129], [-1.12853, 3.93002, 0.67504], [-2.18561, 2.53981, -1.05070], [-4.70968, 6.06044, -0.07525], [-2.80180, 2.15665, 1.79298], [-3.48314, 1.47001, -2.79957], [-2.01243, 0.98706, 4.82672], [-0.39559, -4.85965, 2.05295], [1.51357, -1.34626, 6.27600], [1.81390, -3.44244, -0.29394], [-4.91780, 4.93196, -1.95753], [5.42365, -0.53445, 1.98967], [-2.23442, 0.85901, 6.31286], [-3.17163, 0.34448, 6.52692], [-1.85129, 5.94764, 0.95306], [-0.36505, 4.01496, 1.43954], [4.52242, -3.15399, 0.56105], [1.47632, -1.06275, 4.13396], [7.21578, -0.05167, 0.88375], [0.39178, -0.01755, -4.74499], [-4.10114, 5.75393, -0.92662], [1.21643, -2.69437, -2.38038], [-0.24064, 1.42348, 0.66030], [6.83239, -1.32276, -1.05493], [1.89436, -5.10878, 2.73918], [-3.33324, -3.27200, -5.17192], [3.60202, -2.25176, -0.01216], [-3.73251, 2.01939, 4.06774], [-3.44173, -3.66712, -3.06837], [3.91031, 1.72729, 0.65954], [3.18662, -1.02923, 0.87869], [-2.02857, -1.28789, -2.75727], [5.90040, -0.22382, 2.91294], [-4.42182, 2.52047, -2.84438], [-2.13358, -1.69664, -0.64697], [-0.16935, -0.19490, 5.60776], [-1.09048, 0.23644, -2.42834], [-2.39847, -2.04292, -1.64229], [0.99657, -0.88326, 5.44581], [-1.30183, -0.87239, 7.30333], [-0.38386, 3.50601, -6.09039], [-0.27012, 0.31073, 3.17451], [0.42982, -6.67159, 2.85048], [-5.26691, 2.46166, -3.51769], [-3.39863, -3.79681, -0.92466], [1.62308, -0.25158, -6.48053], [-0.78867, 0.37295, 4.47698], [-1.40992, 2.75127, -3.98891], [1.95566, 1.50240, -1.89577], [6.09936, -1.37026, -0.25843], [0.95662, 0.40298, -5.93430], [3.61926, -0.53882, 2.97464], [0.62374, -5.64370, 2.57457], [0.67533, 1.67392, -6.42254], [-1.38683, -5.27417, 1.92329], [2.97951, 0.00319, -0.11057], [-1.98074, 5.01831, 0.41451], [3.14645, -3.79784, -1.36134], [-3.69513, 6.66497, -1.36787], [1.12637, 2.00992, -7.34660], [-0.75532, 2.08333, -4.53295], [-2.36853, -1.73791, -4.02867], [4.67325, 1.01125, -0.75882], [3.14990, -3.39526, 2.51631], [2.58916, -2.98020, -0.89758], [-0.44461, 0.63024, 7.57839], [3.20946, 3.27934, -1.34732], [-1.03484, 1.06221, 2.21638], [1.13128, -3.00144, 1.85864], [-3.07129, -2.92692, -4.18033], [-5.94488, 4.77344, -1.62656], [0.90290, -0.50573, 3.00724], [2.57160, -1.81013, -2.60618], [5.00060, -2.32168, -0.50724], [-0.17402, 2.51158, -5.71991], [4.10399, -0.71878, 2.02627], [-2.08608, -1.16279, -4.90169], [-3.61875, 0.64712, -3.49203], [-3.08058, 3.61654, -1.19476], [-4.97183, 5.43241, -2.92474], [-0.48171, 0.81325, -4.04121], [-1.24079, 2.73033, 0.00915], [2.14931, -3.79135, 2.38943], [5.12201, -2.88004, -1.43251], [1.91479, -2.13503, -1.90139], [-2.30258, 1.84500, 6.77418], [3.70405, 1.21094, -0.28114], [-3.10769, -3.22223, -1.79444], [-2.98826, 4.83455, -0.48920], [-4.18404, 3.61946, -2.07299], [-2.37335, 1.45454, -1.97778], [-2.24727, 1.61443, 2.54693], [0.95010, -0.12522, -1.04318], [-1.00707, 0.06666, 6.83335], [2.90371, 2.11770, -1.23770]],
  "forces_ev_per_angstrom": [[0.028, -0.007, -0.035], [-0.013, -0.189, 0.069], [-0.008, 0.020, -0.020], [0.006, 0.006, -0.001], [0.007, 0.008, -0.005], [0.001, -0.010, 0.002], [-0.020, 0.001, 0.020], [-0.293, 0.021, 0.069], [-0.001, 0.001, -0.001], [0.004, 0.003, -0.011], [-0.021, -0.002, -0.060], [0.038, -0.089, 0.070], [0.002, 0.006, -0.002], [-0.003, -0.002, 0.004], [-0.011, 0.039, -0.007], [0.011, -0.011, 0.012], [0.002, -0.025, 0.008], [0.007, -0.002, -0.002], [0.013, -0.009, 0.008], [0.004, -0.004, -0.003], [0.006, -0.007, -0.016], [0.007, 0.004, 0.006], [0.000, -0.002, -0.004], [-0.001, 0.002, 0.000], [0.008, -0.014, 0.003], [-0.036, 0.024, -0.018], [-0.006, -0.015, 0.076], [0.007, -0.006, -0.006], [-0.027, -0.035, 0.043], [-0.001, 0.008, 0.001], [0.013, 0.008, -0.035], [0.651, 0.236, 0.137], [0.004, 0.002, 0.006], [-0.010, -0.021, 0.008], [0.001, 0.003, -0.001], [0.041, -0.027, 0.010], [-0.002, -0.001, -0.004], [-0.005, -0.005, 0.019], [-0.028, -0.010, 0.013], [-0.096, 0.016, -0.103], [0.018, -0.013, 0.033], [-0.011, 0.005, 0.006], [0.006, -0.033, -0.022], [0.002, 0.004, -0.008], [-0.003, 0.003, -0.010], [0.008, -0.084, -0.047], [0.004, -0.011, 0.013], [0.000, -0.001, -0.040], [0.004, 0.006, 0.010], [-0.003, 0.002, 0.002], [0.019, 0.018, -0.125], [-0.003, -0.001, 0.000], [0.002, -0.009, -0.003], [0.001, -0.001, 0.004], [-0.001, -0.008, 0.008], [-0.037, 0.021, 0.077], [-0.001, 0.006, -0.005], [-0.085, 0.016, -0.010], [0.017, 0.008, -0.030], [0.013, 0.031, -0.029], [-0.014, 0.011, 0.009], [0.001, 0.015, -0.006], [0.008, -0.011, -0.004], [-0.002, 0.005, -0.003], [-0.111, 0.049, 0.211], [0.045, 0.002, 0.030], [0.017, 0.020, -0.017], [0.005, -0.001, 0.002], [0.000, -0.001, -0.001], [0.016, 0.018, -0.003], [-0.011, 0.009, -0.004], [0.020, 0.014, 0.029], [-0.004, 0.003, -0.003], [-0.026, 0.008, 0.004], [0.002, 0.003, -0.004], [0.005, -0.022, -0.051], [0.008, -0.140, -0.015], [0.035, 0.006, 0.044], [-0.009, -0.006, -0.009], [0.001, -0.002, 0.003], [-0.056, 0.070, -0.077], [0.019, 0.000, 0.014], [0.033, -0.032, 0.014], [0.003, -0.013, 0.010], [0.066, 0.022, -0.003], [-0.001, -0.002, -0.001], [0.000, -0.002, -0.005], [-0.015, -0.013, -0.006], [-0.007, 0.000, -0.001], [-0.061, 0.017, 0.011], [-0.082, 0.023, -0.125], [0.005, -0.007, 0.006], [0.002, 0.008, -0.003], [0.032, -0.013, 0.050], [-0.008, -0.003, 0.005], [-0.009, 0.001, -0.058], [0.002, 0.002, -0.032], [-0.032, 0.002, -0.009], [-0.001, 0.041, 0.012], [0.032, 0.092, 0.087], [-0.041, 0.032, 0.049], [-0.204, -0.117, -0.284], [-0.007, -0.009, -0.006], [0.110, 0.048, 0.071]],
  "multiplicity": 6,
  "homo_energy_ev": [-9.10, -10.57],
  "energy_ev": -97761.7453,
  "orbital_gap_ev": [6.82, 7.23],
  "total_charge": 1,
  "s2": 8.7706
}